# 1
50
Properties=species:S:1:pos:R:3:forces:R:3:lowdin_charge:R:1 method="wB97M-V/def2-TZVPD" e_tot_ha=-6516.9708 gap_ha="0.2375 / 0.2429" spin_multiplicity=2 lumo_ha="-0.023 / -0.018"
Co 0.381491 -0.356959 0.000699 0.64 -0.82 -0.30 0.16
C -2.073744 0.357087 2.366814 -0.02 -0.01 0.00 -0.08
O -1.742486 0.436483 0.995892 -0.02 0.01 0.03 -0.26
C -2.755180 0.964931 0.181598 0.01 0.09 0.00 -0.20
C -2.333733 0.727140 -1.256167 -0.05 -0.02 -0.06 -0.17
O -0.979381 1.086546 -1.485624 0.02 0.09 0.13 -0.26
C -0.780168 2.487783 -1.592236 0.02 0.03 0.08 -0.08
H -2.984732 -0.232228 2.509645 0.01 0.00 0.01 0.10
H -2.216688 1.355591 2.793489 0.00 -0.01 0.00 0.10
H -1.246523 -0.141894 2.864931 0.00 0.00 0.00 0.08
H -2.897384 2.033063 0.395609 0.00 -0.01 -0.01 0.13
H -3.712636 0.459327 0.360871 0.00 0.01 -0.01 0.14
H -2.995961 1.282998 -1.929123 0.02 -0.04 -0.04 0.13
H -2.399635 -0.334804 -1.497612 0.01 -0.01 0.06 0.13
H -1.353886 2.889982 -2.432375 0.00 -0.01 0.01 0.10
H 0.281306 2.650513 -1.763105 -0.01 -0.01 -0.01 0.07
H -1.067866 3.007988 -0.674704 0.01 0.00 0.00 0.10
S 3.094177 -2.732270 0.288438 -0.06 -0.16 -0.07 -0.14
Sb 3.721985 -0.742342 0.997572 0.10 0.05 0.05 0.49
S 2.262563 0.992049 -0.222536 -0.18 0.25 0.19 0.03
S 1.635844 0.576115 1.751160 -0.04 0.31 -0.03 0.05
Br 6.017093 -3.839232 -4.474878 -0.01 0.01 0.00 0.72
C 4.304654 -4.607255 -4.215844 -0.06 -0.02 -0.03 -0.69
C 3.731180 -4.586831 -2.953313 0.11 -0.04 -0.01 -0.12
C 2.473370 -5.129113 -2.763304 0.09 -0.23 0.09 -0.03
C 1.778713 -5.693665 -3.835460 -0.09 0.56 -0.49 -0.30
C 2.397190 -5.746005 -5.085093 -0.13 0.05 0.06 -0.03
C 3.649651 -5.193321 -5.286908 0.07 0.04 0.03 -0.13
N 0.498654 -6.314692 -3.776740 0.83 -1.02 0.98 0.06
N -0.282236 -6.165480 -2.807397 -1.16 0.46 -1.28 0.06
C -0.400437 -4.998409 -2.061487 0.30 0.12 0.71 -0.26
C -0.972934 -5.173021 -0.810946 0.20 -0.16 0.02 -0.01
C -0.973155 -4.194665 0.183130 -0.10 0.02 0.07 0.01
C -0.417196 -2.953405 -0.078308 0.11 0.04 -0.11 -0.37
O -0.285513 -1.992254 0.774460 -0.31 0.22 0.23 -0.14
C 0.014249 -2.702667 -1.429546 -0.02 0.05 0.12 -0.16
N 0.424625 -1.425982 -1.640018 -0.37 0.09 -0.33 0.03
C 0.772986 -1.055685 -2.852823 0.08 0.00 0.08 -0.10
C 0.705218 -1.935771 -3.939074 0.03 0.00 -0.04 -0.01
C 0.314943 -3.232907 -3.737324 -0.03 0.05 0.05 0.01
C -0.007399 -3.674768 -2.435924 -0.02 0.04 -0.18 -0.11
H 4.254968 -4.134222 -2.122332 -0.01 -0.02 0.02 0.06
H 2.047325 -5.117482 -1.769067 0.03 0.03 -0.02 0.11
H 1.867331 -6.225762 -5.897975 0.00 0.00 0.00 0.11
H 4.114662 -5.221448 -6.262393 0.01 -0.01 0.00 0.10
H -1.369090 -6.160850 -0.607884 0.04 0.00 0.07 0.12
H -1.375025 -4.386967 1.168374 -0.01 -0.06 -0.01 0.12
H 1.103209 -0.032341 -2.969925 -0.03 0.01 -0.04 0.11
H 0.968633 -1.582623 -4.925930 -0.01 0.01 0.00 0.11
H 0.248299 -3.912375 -4.574180 -0.02 0.03 0.00 0.12

# 2
51
Properties=species:S:1:pos:R:3:forces:R:3:lowdin_charge:R:1 method="wB97M-V/def2-TZVPD" relative_energy_ev=1.860 e_tot_ha=-1930.1491 gap_ha="0.2363 / 0.1933" lumo_ha="-0.005 / -0.039"
O 0.015145 -0.617256 -3.983601 3.09 -2.39 -0.58 -0.15
H -0.363838 -1.287635 -4.579527 0.37 0.36 0.27 0.08
Ca 1.366841 0.298969 -0.457616 -1.18 0.29 -0.86 1.38
N 1.869016 -1.851156 -1.495064 1.25 -0.59 -0.39 -0.22
N -0.302095 -1.887977 -0.348583 -1.28 -0.80 0.59 -0.07
N 0.878897 2.799001 -0.556109 -1.80 1.68 0.70 -0.18
N -0.911429 1.311842 0.377939 -1.08 2.41 0.92 -0.07
O 3.049322 -1.706895 -1.958424 -0.62 -0.41 0.16 -0.09
O 1.478674 3.480267 -1.474725 0.85 -0.06 0.04 -0.20
O -1.995102 0.562308 0.791401 -0.05 -0.91 0.27 -0.14
O -1.465514 -1.856242 0.220340 1.05 -0.59 -0.77 -0.12
C 0.039513 -3.100310 -0.891128 -0.17 1.15 0.18 -0.26
C 1.314560 -3.100401 -1.489272 -0.07 1.10 0.07 -0.27
C -0.019121 3.462119 0.209611 1.99 -1.02 -0.95 -0.31
C -1.046387 2.607865 0.726031 0.95 -3.25 -0.43 -0.29
C 1.962631 -4.271690 -2.121541 0.18 -0.47 -0.12 -0.02
H 1.832855 -4.240041 -3.209699 0.11 0.06 0.08 0.10
H 1.517367 -5.207714 -1.774556 0.11 0.19 -0.03 0.07
H 3.035355 -4.305939 -1.918447 -0.11 0.19 -0.04 0.08
C -0.904193 -4.250880 -0.912488 -0.17 -0.51 0.08 -0.03
H -1.763667 -4.054470 -1.575854 0.25 0.10 0.35 0.10
H -1.290053 -4.488222 0.088079 -0.01 0.28 -0.25 0.09
H -0.410516 -5.153331 -1.285802 -0.10 0.23 0.03 0.06
C 0.002430 4.930394 0.432280 -0.16 0.42 -0.24 -0.05
C -2.149350 3.159033 1.564179 -0.55 -0.13 0.10 -0.03
H 0.722625 5.393018 -0.245820 -0.18 -0.06 0.03 0.07
H 0.312556 5.158345 1.459266 -0.02 -0.05 -0.03 0.08
H -0.984283 5.393737 0.300141 0.23 0.00 -0.12 0.07
H -2.895272 2.390664 1.792868 0.21 0.20 -0.12 0.07
H -2.648903 4.000479 1.059708 0.19 -0.27 0.15 0.09
H -1.747880 3.542563 2.513513 0.00 0.01 -0.24 0.08
H 1.512494 2.146071 -2.445998 0.15 -0.31 0.22 0.03
H -1.773888 -0.393608 0.510612 -0.27 0.81 0.35 0.01
C -1.711061 0.255331 -3.798197 -2.77 1.93 0.43 0.00
H -1.872630 0.419428 -4.865376 0.04 0.05 0.52 0.02
H -1.356640 1.073610 -3.157922 -0.39 -0.41 -0.46 0.01
H -2.151631 -0.602971 -3.319145 -0.22 0.13 0.02 0.01
O 1.487633 1.137382 -2.570988 -0.44 0.37 -0.87 -0.23
H 0.817691 -1.040595 -3.587979 -0.22 0.08 -0.21 0.07
H 0.771317 0.939362 -3.206683 0.59 0.26 0.28 0.02
C 1.272205 -0.854999 4.880369 0.70 -0.48 -0.10 -0.03
N 0.672602 0.014733 3.871445 -0.63 0.32 0.61 -0.18
C -0.671064 0.587378 4.091347 -0.23 0.04 -0.50 0.00
C 1.275862 0.115557 2.724572 1.50 -0.28 -1.97 -0.25
N 1.921140 0.115554 1.736121 -1.13 0.11 2.82 0.04
H 0.791105 -0.702582 5.847128 0.00 0.07 -0.23 0.09
H 2.339738 -0.610968 4.970871 -0.30 -0.06 0.08 0.10
H 1.200251 -1.915635 4.593037 -0.13 0.29 0.14 0.10
H -0.680016 1.642097 3.786748 -0.03 -0.34 0.00 0.09
H -1.441295 0.033126 3.529426 0.32 0.27 0.11 0.10
H -0.903982 0.531286 5.153514 0.17 -0.01 -0.06 0.09